Record 1
Formula: C34H53FI2N5O9
Source: the Open Molecules 2025 dataset
Level of theory: ωB97M-V/def2-TZVPD

Structure (XYZ):
```
104
Properties=species:S:1:pos:R:3:mulliken_charge:R:1
C -5.141 -1.950 2.846 -0.4778
O -6.112 -1.547 1.867 -0.2484
C -6.601 -0.239 2.208 -0.2687
C -7.882 0.098 1.336 -0.9042
C -7.893 -0.646 -0.069 -0.7054
C -6.664 -0.247 -0.995 -0.4210
C -5.844 -1.527 -1.452 -0.3057
C -5.059 -1.226 -2.795 -0.8549
C -3.662 -0.532 -2.429 -0.2373
C -2.668 -1.702 -2.020 -1.0977
C -1.243 -1.176 -1.585 -0.3007
C -1.142 -0.941 0.004 -0.9921
N -0.079 0.056 0.225 1.1558
C 1.131 -0.357 0.851 -0.6812
N 1.558 -1.596 0.918 0.3826
C 2.774 -2.043 1.615 -0.7382
C 2.421 -3.055 2.810 -0.6310
N 1.249 -3.903 2.483 -0.5377
N 1.813 0.789 1.472 -0.9708
I 3.572 1.117 0.351 0.5099
C 0.970 1.942 0.931 0.1075
C 1.374 3.376 1.427 -1.1334
C 0.360 4.330 2.132 -0.6824
C -1.034 4.561 1.423 -0.9718
I 0.188 4.026 4.311 0.0756
C -0.466 1.344 0.890 0.9229
F -1.340 1.877 -0.102 -0.5029
C -1.404 1.199 2.127 -0.5275
C -1.076 -0.003 3.113 -0.2235
C -0.098 0.345 4.302 -0.6321
N -0.887 0.891 5.432 -0.5972
H -4.366 -1.134 2.896 0.0376
H -4.686 -2.932 2.546 0.2667
H -5.595 -2.094 3.869 0.3179
H -6.877 -0.247 3.297 0.4048
H -5.801 0.518 1.977 0.1346
H -8.811 -0.149 1.925 0.3489
H -7.849 1.198 1.107 0.3239
H -8.865 -0.350 -0.563 0.3709
H -7.901 -1.759 0.105 0.2986
H -7.074 0.291 -1.899 0.4757
H -5.992 0.446 -0.415 0.1399
H -6.485 -2.445 -1.504 0.5347
H -5.056 -1.690 -0.657 -0.2042
H -4.840 -2.205 -3.309 0.2892
H -5.667 -0.614 -3.509 0.4545
H -3.334 -0.027 -3.385 0.3588
H -3.800 0.198 -1.586 0.0557
H -3.133 -2.406 -1.281 0.3644
H -2.508 -2.299 -2.966 0.3989
H -1.080 -0.162 -2.053 0.2562
H -0.410 -1.865 -1.866 0.3385
H -2.170 -0.603 0.307 -0.0302
H -0.980 -1.931 0.518 0.5620
H 1.008 -2.331 0.462 0.4622
H 3.462 -2.587 0.903 0.3797
H 3.375 -1.223 2.078 0.3759
H 2.251 -2.399 3.709 0.2220
H 3.361 -3.630 3.007 0.4246
H 0.535 -3.670 3.175 0.2135
H 1.545 -4.870 2.635 0.2567
H 1.247 1.968 -0.170 0.9894
H 2.268 3.262 2.114 0.3281
H 1.788 3.937 0.535 0.4223
H 0.852 5.347 2.105 0.5865
H -0.921 4.296 0.333 0.2402
H -1.910 4.079 1.916 0.2597
H -1.255 5.670 1.426 0.3775
H -1.547 2.110 2.759 0.0864
H -2.433 0.968 1.717 -0.0167
H -2.061 -0.285 3.592 0.4092
H -0.706 -0.934 2.607 -0.0673
H 0.334 -0.644 4.664 0.2224
H 0.773 0.979 4.004 0.4083
H -1.290 0.142 5.997 0.2402
H -0.287 1.428 6.061 0.2036
C 9.935 1.925 -0.239 -0.9183
C 9.858 3.052 0.475 0.3875
C 8.581 3.813 0.594 0.9154
O 8.546 4.824 1.267 -0.5954
C 7.407 3.302 -0.122 -0.8844
C 7.488 2.179 -0.836 0.2006
C 8.757 1.404 -0.932 0.9739
O 8.778 0.375 -1.581 -0.6196
O 6.417 1.688 -1.508 -0.4556
O 10.932 3.552 1.120 -0.5471
H 10.855 1.363 -0.331 0.4209
H 6.491 3.872 -0.043 0.4695
H 6.736 0.873 -1.941 0.3236
H 10.618 4.363 1.559 0.3534
C 1.032 -2.932 -5.986 -1.0604
C 1.982 -2.850 -6.922 0.3367
C 3.197 -2.006 -6.728 0.9402
O 4.047 -1.973 -7.594 -0.5781
C 3.308 -1.239 -5.484 -0.8812
C 2.356 -1.318 -4.554 0.3088
C 1.157 -2.184 -4.736 0.8437
O 0.324 -2.243 -3.847 -0.4073
O 2.434 -0.618 -3.398 -0.5060
O 1.886 -3.529 -8.082 -0.5517
H 0.149 -3.543 -6.113 0.4517
H 4.184 -0.616 -5.362 0.4689
H 1.622 -0.841 -2.908 0.2276
H 2.693 -3.305 -8.582 0.3498
```

Values from the calculation:
Total charge   +1
HOMO level   -0.4195 Eh
Orbital gap   0.271 Eh
E_tot   -2973.1727 Eh

***

Record 2
Formula: C34H53MnO25
Source: the Open Molecules 2025 dataset
Level of theory: ωB97M-V/def2-TZVPD

Structure (XYZ):
```
113
Properties=species:S:1:pos:R:3:mulliken_charge:R:1
Mn -2.591 1.307 1.983 0.9372
C 0.810 -0.178 0.616 0.2965
C -0.107 0.951 0.175 -0.1312
O -1.462 0.847 0.533 0.3307
H 0.593 -0.476 1.647 0.0792
H 1.863 0.099 0.635 0.2879
H 0.669 -1.036 -0.038 -0.3971
H -0.042 1.110 -0.908 0.2434
H 0.317 1.869 0.616 -0.3255
C -1.349 -3.620 2.568 -1.4479
C -1.956 -2.846 1.417 1.3798
C -1.259 -3.088 0.087 1.1166
O -2.274 -3.750 -0.699 -0.3305
C -3.447 -3.788 -0.029 0.4987
O -4.450 -4.238 -0.453 -0.5276
O -3.319 -3.189 1.190 -0.4219
H -1.309 -4.693 2.369 0.3869
H -1.939 -3.522 3.481 0.3976
H -0.336 -3.252 2.740 0.2291
H -1.918 -1.787 1.694 -0.6583
H -0.385 -3.730 0.150 0.0182
H -1.008 -2.172 -0.446 -0.7012
C 2.574 0.436 3.702 -1.2222
C 3.475 -0.744 3.394 1.7282
C 4.820 -0.329 2.737 0.0179
O 5.802 -0.651 3.730 -0.3994
C 5.242 -1.438 4.686 0.5311
O 5.860 -2.090 5.452 -0.5154
O 3.899 -1.339 4.624 -0.4861
H 3.145 1.156 4.287 0.4382
H 1.687 0.104 4.242 0.3247
H 2.284 0.893 2.756 0.0555
H 2.991 -1.460 2.726 -0.6878
H 4.908 0.749 2.606 -0.0985
H 5.009 -0.890 1.824 0.3217
C 3.168 3.161 -0.942 -0.9373
C 4.179 3.132 0.199 0.4995
C 4.990 4.442 0.355 -0.4772
O 4.897 4.747 1.741 -0.3852
C 3.959 3.975 2.324 0.6224
O 3.532 4.136 3.418 -0.5267
O 3.505 3.048 1.456 -0.2943
H 3.715 2.923 -1.857 0.4177
H 2.828 4.194 -1.056 0.2508
H 2.297 2.521 -0.837 -0.0940
H 4.908 2.341 0.006 0.2763
H 4.638 5.258 -0.278 0.3092
H 6.036 4.273 0.108 0.3290
C -2.375 6.346 0.543 -1.1892
C -0.877 6.132 0.473 0.4359
C -0.465 4.832 -0.228 0.9623
O 0.448 5.228 -1.235 -0.3415
C 0.469 6.593 -1.325 0.5629
O 1.124 7.173 -2.116 -0.5186
O -0.316 7.142 -0.381 -0.3698
H -2.840 5.711 1.297 0.2435
H -2.797 6.160 -0.445 0.1962
H -2.663 7.377 0.754 0.4385
H -0.445 6.206 1.473 0.2827
H -1.343 4.359 -0.683 -0.5153
H -0.029 4.080 0.430 -0.2099
C -2.512 1.330 -3.539 -1.2983
C -2.415 -0.066 -2.955 1.1775
C -3.547 -0.470 -1.999 0.9466
O -3.988 -1.718 -2.499 -0.3846
C -3.315 -2.054 -3.628 0.5010
O -3.465 -3.056 -4.230 -0.4851
O -2.425 -1.077 -3.954 -0.4566
H -2.298 2.120 -2.820 0.0284
H -3.479 1.456 -4.032 0.3572
H -1.734 1.377 -4.305 0.4642
H -1.431 -0.151 -2.476 -0.6036
H -4.359 0.255 -2.100 -0.2342
H -3.191 -0.457 -0.972 -0.1670
C 2.575 -6.019 4.194 -1.5624
C 3.262 -4.868 3.513 0.6345
C 4.255 -5.293 2.408 -0.4837
O 3.854 -4.518 1.270 -0.3899
C 2.649 -3.974 1.489 0.5732
O 2.031 -3.358 0.675 -0.4474
O 2.319 -4.036 2.792 -0.1943
H 2.126 -6.676 3.451 0.3752
H 1.774 -5.675 4.847 0.3453
H 3.316 -6.531 4.808 0.4195
H 3.794 -4.185 4.178 0.0534
H 4.110 -6.340 2.138 0.3227
H 5.289 -5.110 2.679 0.3260
C 0.647 -2.929 -2.939 -0.7706
C -0.043 -4.142 -3.530 1.0809
C -0.230 -4.042 -5.057 -0.2517
O 0.354 -5.234 -5.556 -0.3530
C 0.875 -5.960 -4.546 0.4495
O 1.417 -7.005 -4.664 -0.5256
O 0.664 -5.352 -3.343 -0.4095
H 1.009 -3.192 -1.940 0.0026
H -0.028 -2.079 -2.843 -0.1643
H 1.522 -2.650 -3.528 0.6187
H -1.039 -4.201 -3.084 -0.1869
H 0.242 -3.152 -5.477 0.2848
H -1.292 -3.957 -5.289 0.2251
C -7.361 3.020 -1.263 -1.5654
C -5.925 2.764 -1.636 0.5771
C -5.100 4.043 -2.004 -0.4788
O -4.131 4.106 -0.907 -0.1712
C -4.207 3.026 -0.174 0.5079
O -3.420 2.821 0.735 -0.6492
O -5.232 2.260 -0.465 -0.3762
H -7.377 3.739 -0.438 0.3862
H -7.851 2.107 -0.933 0.3662
H -7.936 3.471 -2.071 0.4154
H -5.829 2.107 -2.500 0.2544
H -5.710 4.926 -1.845 0.3746
H -4.555 3.893 -2.926 0.3048
```

Values from the calculation:
Total charge   +1
HOMO level (spin up / spin down)   -0.4483 / -0.4483 Eh
Multiplicity   6
⟨S²⟩   8.76
Orbital gap (spin up / spin down)   0.230 / 0.226 Eh
E_tot   -4359.2008 Eh

***

Record 3
Formula: C34H53MoN4OP2
Source: the Open Molecules 2025 dataset
Level of theory: ωB97M-V/def2-TZVPD

Structure (XYZ):
```
95
Properties=species:S:1:pos:R:3:mulliken_charge:R:1
C -1.684 -2.056 -1.085 -0.1560
C 0.262 -2.539 0.106 -1.2776
C -1.849 -3.395 -1.417 -1.1011
C 0.174 -3.878 -0.219 -0.4422
C -0.900 -4.318 -0.985 -1.2269
H -2.706 -3.672 -2.022 0.6185
H 0.959 -4.561 0.132 0.6463
H -0.993 -5.365 -1.238 0.5458
N -0.699 -1.657 -0.255 2.1618
P -1.605 0.601 -1.851 1.4671
P 0.987 -0.637 2.055 0.6621
C -2.564 -0.970 -1.669 -1.8955
H -2.962 -1.293 -2.645 1.0016
H -3.438 -0.826 -1.010 0.5130
C 1.472 -1.909 0.732 -1.5086
H 2.151 -2.674 1.124 1.4925
C 2.669 0.112 2.561 2.2110
C 0.168 -1.571 3.449 2.2747
C -0.574 0.383 -3.450 1.9597
C -2.984 1.885 -2.118 2.4701
C 2.822 1.473 1.852 -1.5465
H 2.134 2.226 2.259 0.3384
H 3.856 1.815 2.011 0.5608
H 2.658 1.419 0.767 0.1396
C 2.708 0.354 4.075 -1.6830
H 1.949 1.079 4.394 0.3353
H 2.599 -0.576 4.645 0.3190
H 3.697 0.775 4.304 0.5853
C 3.870 -0.785 2.175 -1.4136
H 4.724 -0.458 2.787 0.6453
H 3.708 -1.850 2.379 0.1294
H 4.152 -0.660 1.121 0.2991
C -0.284 -0.463 4.445 -1.5749
H -0.350 0.536 3.980 0.2450
H -1.284 -0.707 4.826 0.4019
H 0.405 -0.395 5.298 0.4584
C -1.045 -2.388 2.947 -1.6744
H -1.681 -1.839 2.251 -0.0318
H -0.731 -3.322 2.464 0.3621
H -1.662 -2.642 3.822 0.7757
C 1.185 -2.567 4.062 -1.4361
H 2.143 -2.618 3.522 0.3168
H 1.373 -2.334 5.117 0.4585
H 0.740 -3.571 4.022 0.3550
C -2.279 3.251 -2.262 -1.9146
H -2.927 4.044 -1.863 0.4504
H -1.331 3.288 -1.702 0.3246
H -2.076 3.501 -3.312 0.4286
C -3.890 1.898 -0.877 -1.1053
H -4.312 0.913 -0.644 0.1693
H -3.389 2.283 0.017 -0.6992
H -4.732 2.570 -1.108 0.9394
C -3.884 1.578 -3.343 -1.4744
H -4.919 1.869 -3.110 0.4004
H -3.593 2.155 -4.230 0.4228
H -3.911 0.508 -3.596 0.2968
C 0.426 -0.794 -3.339 -1.6026
H 0.370 -1.406 -4.249 0.4835
H 1.454 -0.424 -3.242 0.3101
H 0.235 -1.461 -2.495 0.1543
C 0.199 1.692 -3.678 -1.8164
H 0.717 2.030 -2.768 0.3133
H 0.962 1.515 -4.449 0.5444
H -0.453 2.494 -4.044 0.3277
C -1.476 0.094 -4.660 -1.6451
H -2.076 -0.815 -4.521 0.3934
H -2.126 0.937 -4.911 0.3292
H -0.816 -0.076 -5.522 0.5508
Mo -0.277 0.581 0.235 -2.1587
C -1.912 0.223 1.252 0.5329
O -2.899 0.171 1.914 -0.3162
N 1.532 0.061 -0.638 -0.2612
C 2.122 -1.056 -0.376 1.0558
C 3.315 -1.554 -1.119 0.2063
C 4.154 -0.620 -1.750 -0.1835
C 3.641 -2.919 -1.167 -0.3374
C 5.334 -1.053 -2.366 -0.8236
H 3.892 0.441 -1.733 0.4344
C 4.807 -3.337 -1.805 -0.8250
H 2.989 -3.653 -0.698 0.3613
C 5.665 -2.414 -2.408 -0.5999
H 6.009 -0.336 -2.823 0.4664
H 5.045 -4.396 -1.829 0.4798
H 6.579 -2.764 -2.904 0.4323
C -2.021 5.315 2.228 -0.8543
N -2.540 3.986 1.891 0.0353
C -3.989 3.742 2.172 -0.5612
C -1.716 3.115 1.382 0.3109
N -0.703 2.579 1.026 -0.6329
H -2.863 5.891 2.619 0.3093
H -1.640 5.806 1.323 0.3389
H -1.252 5.227 3.007 0.3451
H -4.552 3.576 1.248 0.2822
H -4.119 2.916 2.882 0.2860
H -4.348 4.665 2.623 0.3142
```

Values from the calculation:
Total charge   +3
HOMO level (spin up / spin down)   -0.6122 / -0.6169 Eh
Multiplicity   3
⟨S²⟩   2.36
Orbital gap (spin up / spin down)   0.220 / 0.209 Eh
E_tot   -2371.5677 Eh

***

Record 4
Formula: C34H54BeBrCl3F3MgN4O4
Source: the Open Molecules 2025 dataset
Level of theory: ωB97M-V/def2-TZVPD

Structure (XYZ):
```
105
Properties=species:S:1:pos:R:3:mulliken_charge:R:1
C -3.159 -4.260 2.929 -0.4405
C -2.355 -3.351 3.008 -0.2903
N -1.410 -2.347 3.041 0.4688
C -0.933 -2.028 4.412 -0.8298
C 0.540 -2.565 4.659 0.1344
Cl 1.001 -2.676 6.430 -0.0991
C 0.894 -3.862 3.864 -0.1606
C 0.550 -5.212 4.570 -0.8356
C -0.830 -5.267 5.245 0.3459
O -1.486 -6.279 5.208 -0.4932
N 0.392 -3.838 2.459 0.4065
C -0.318 -2.653 2.183 -1.2083
N -0.009 -1.898 1.188 1.0160
C 1.082 -2.257 0.288 0.2715
C 0.557 -2.582 -1.164 -1.6032
C 1.431 -1.994 -2.289 -1.1284
C 2.910 -2.430 -2.100 -0.3509
C 3.784 -1.231 -1.571 0.3557
C 5.335 -1.287 -1.785 -0.9926
C 6.031 -0.796 -0.478 -1.0669
C 5.545 0.621 -0.041 -0.8764
C 4.834 0.628 1.353 -0.0515
C 5.743 1.253 2.434 -0.8660
C 5.211 1.092 3.875 -0.5309
C 3.846 1.799 4.111 -0.9261
C -0.823 -0.680 0.926 -1.2426
C -0.124 0.383 0.058 0.2492
C -1.081 1.621 0.014 -0.6404
N -2.066 1.334 -1.061 -0.1396
C -2.737 2.559 -1.544 -1.3711
C -3.153 3.507 -0.394 0.8412
C -4.188 3.064 0.415 -0.2466
C -4.613 3.843 1.488 -0.7994
C -3.967 5.043 1.704 -0.4025
C -2.935 5.502 0.907 -0.6632
C -2.524 4.739 -0.170 0.5173
O -1.528 5.146 -1.028 -0.6525
H -4.025 -4.895 2.940 0.4623
H -0.848 -0.927 4.465 0.1310
H -1.688 -2.309 5.207 0.4793
H 1.198 -1.777 4.262 0.3958
H 1.996 -3.868 3.793 0.4123
H 0.558 -6.040 3.842 0.3232
H 1.326 -5.469 5.309 0.4853
H -1.274 -4.418 5.829 0.0851
H -0.216 -4.648 2.282 0.1214
H 1.834 -1.461 0.188 -0.5877
H 1.631 -3.147 0.607 0.8973
H -0.535 -2.283 -1.295 0.7720
H 0.596 -3.701 -1.264 0.7506
H 1.003 -2.329 -3.250 0.5065
H 1.424 -0.895 -2.326 0.3383
H 3.245 -2.757 -3.218 -0.1076
H 2.977 -3.270 -1.396 0.6433
H 3.679 -1.156 -0.473 -0.2049
H 3.435 -0.311 -2.065 0.4109
H 5.628 -2.324 -1.917 0.4710
H 5.672 -0.663 -2.621 0.2708
H 7.119 -0.779 -0.653 0.4822
H 5.859 -1.530 0.328 0.3906
H 6.410 1.297 0.015 0.5417
H 4.840 1.058 -0.766 0.3944
H 4.450 -0.367 1.641 0.2749
H 3.953 1.294 1.262 0.0671
H 5.895 2.328 2.248 0.3430
H 6.709 0.719 2.391 0.3576
H 5.153 0.043 4.202 0.2968
H 5.932 1.595 4.540 0.3441
H 3.808 2.806 3.674 0.3078
H 3.731 1.897 5.204 0.3724
H 2.998 1.178 3.778 0.0547
H -1.705 -1.019 0.353 0.2297
H -1.178 -0.182 1.832 0.6525
H 0.854 0.700 0.462 0.1430
H 0.010 0.089 -0.989 -0.0820
H -1.608 1.718 0.982 0.2910
H -0.538 2.553 -0.179 0.2864
H -2.790 0.779 -0.609 0.2855
H -2.106 3.084 -2.276 0.4919
H -3.664 2.310 -2.075 0.1261
H -4.666 2.107 0.189 0.4005
H -5.438 3.477 2.098 0.4073
H -4.284 5.654 2.550 0.3603
H -2.445 6.453 1.119 0.4357
H -0.980 4.372 -1.203 0.3359
Br 4.737 -3.493 -4.096 -0.3576
Be -1.206 -4.083 -1.154 0.4730
C -5.130 2.315 -8.006 -1.0459
C -4.045 3.247 -7.518 0.3297
O -4.378 3.979 -6.426 -0.1722
C -4.283 3.405 -5.097 0.2858
O -3.142 2.858 -4.876 -0.6503
C -5.492 2.450 -4.779 0.6189
F -6.623 2.917 -5.326 -0.2618
F -5.695 2.406 -3.459 -0.2333
F -5.329 1.195 -5.205 -0.2512
H -6.112 2.782 -7.947 0.2698
H -4.941 2.016 -9.038 0.4459
H -5.144 1.406 -7.405 0.2805
H -3.879 4.023 -8.401 -0.0316
H -3.076 2.748 -7.389 0.3293
H -4.536 4.291 -4.472 0.2751
Cl -4.219 5.788 -8.780 -0.1842
Cl -0.261 -6.201 0.317 -0.4617
Mg -1.499 -2.191 7.035 -0.0040
```

Values from the calculation:
Total charge   +1
HOMO level   -0.3167 Eh
Energy above the lowest of the compared OMol25 structures with the same formula, charge and spin   10.55 kcal per mole
Orbital gap   0.061 Eh
E_tot   -6316.0393 Eh